An isolated molecule of C26H26ClN3O2S. Source: the OMol25 dataset; level of theory: ωB97M-V/def2-TZVPD.

Results
* HOMO: -0.277 Ha
* orbital gap: 8.136 eV
* ΔE to the lowest compared entry with this formula, charge and spin: 3.80 kcal per mole
* DFT total energy: -2179.54002 hartree
* spin multiplicity: 1

CARTESIAN COORDINATES (ANGSTROEM)
C 3.04 3.10 -7.12
C 2.26 4.24 -6.55
C 1.39 4.98 -7.33
C 0.67 6.04 -6.80
C 0.81 6.37 -5.46
C 1.67 5.63 -4.66
C 2.39 4.57 -5.20
C 3.37 3.84 -4.33
O 4.57 4.03 -4.42
N 2.84 3.01 -3.41
C 1.45 2.60 -3.34
C 1.34 1.10 -3.65
N 2.17 0.33 -2.75
C 1.64 -0.11 -1.54
C 0.37 -0.69 -1.50
C -0.16 -1.18 -0.33
C 0.56 -1.12 0.86
N -0.05 -1.62 2.02
C 0.47 -1.73 3.26
O 1.57 -1.37 3.62
C -0.51 -2.33 4.28
S -1.51 -3.68 3.57
C -2.91 -3.75 4.65
C -2.90 -3.27 5.95
C -4.03 -3.37 6.74
C -5.18 -3.97 6.23
Cl -6.59 -4.09 7.21
C -5.19 -4.47 4.93
C -4.06 -4.36 4.15
C 1.83 -0.56 0.84
C 2.36 -0.07 -0.34
C 3.55 0.75 -2.85
C 3.70 2.25 -2.53
H 2.65 2.15 -6.76
H 2.99 3.11 -8.21
H 4.09 3.17 -6.82
H 1.28 4.74 -8.38
H 0.00 6.60 -7.43
H 0.25 7.19 -5.04
H 1.79 5.88 -3.62
H 0.86 3.18 -4.06
H 1.07 2.78 -2.33
H 0.30 0.79 -3.58
H 1.69 0.91 -4.68
H -0.21 -0.79 -2.41
H -1.15 -1.62 -0.34
H -0.97 -2.01 1.88
H 0.06 -2.69 5.13
H -1.20 -1.54 4.60
H -2.01 -2.83 6.37
H -4.03 -3.00 7.75
H -6.08 -4.93 4.54
H -4.06 -4.74 3.14
H 2.41 -0.51 1.75
H 3.34 0.36 -0.30
H 4.17 0.15 -2.19
H 3.87 0.58 -3.88
H 4.73 2.58 -2.71
H 3.42 2.45 -1.49


A structure of composition C26H26CuO7P4. Source: the OMol25 dataset; level of theory: ωB97M-V/def2-TZVPD.

Results
* HOMO: -0.208 Ha
* orbital gap: 8.156 eV
* DFT total energy: -4539.34495 hartree
* spin multiplicity: 1
* net charge: -1

CARTESIAN COORDINATES (ANGSTROEM)
Cu 0.17 -2.78 -0.62
C -0.95 0.36 -0.55
C -1.92 -0.05 0.56
P -1.57 -1.40 1.79
C -0.98 -0.51 3.28
C -0.88 -1.28 4.45
C -0.43 -0.73 5.63
C -0.08 0.62 5.69
C -0.18 1.40 4.55
C -0.62 0.84 3.36
C 0.04 -2.21 1.38
C 1.30 -1.58 1.49
C 2.47 -2.32 1.49
C 2.43 -3.71 1.37
C 1.22 -4.36 1.27
C 0.02 -3.63 1.28
P 0.39 1.52 -0.06
C 1.35 1.56 -1.62
C 0.85 2.13 -2.79
C 1.57 2.05 -3.97
C 2.79 1.40 -3.99
C 3.29 0.83 -2.84
C 2.58 0.91 -1.65
C -0.42 3.16 -0.12
C 0.38 4.29 0.04
C -0.16 5.56 0.04
C -1.53 5.74 -0.10
C -2.35 4.63 -0.25
C -1.80 3.35 -0.26
H -1.52 0.81 -1.38
H -0.46 -0.50 -1.00
H -2.83 -0.41 0.09
H -2.22 0.82 1.16
H -1.17 -2.32 4.41
H -0.36 -1.35 6.52
H 0.27 1.05 6.62
H 0.09 2.45 4.58
H -0.67 1.46 2.47
H 1.34 -0.51 1.62
H 3.43 -1.81 1.57
H 3.36 -4.28 1.37
H 1.17 -5.44 1.19
H -0.93 -4.14 1.31
H -0.11 2.63 -2.77
H 1.16 2.49 -4.87
H 3.34 1.32 -4.92
H 4.24 0.29 -2.86
H 2.96 0.44 -0.75
H 1.45 4.17 0.15
H 0.49 6.43 0.15
H -1.96 6.73 -0.10
H -3.42 4.74 -0.36
H -2.45 2.50 -0.39
O 1.00 -3.24 -4.52
P 0.33 -3.09 -3.07
O 0.47 -4.32 -2.23
O 0.89 -1.84 -2.44
O -1.21 -2.86 -3.44
P -2.46 -3.20 -2.40
O -3.59 -2.26 -3.08
O -2.88 -4.60 -2.52
O -2.05 -2.56 -1.08
H 0.66 -4.04 -4.95
H -3.37 -1.34 -2.94


A cluster of 4 separate species, C26H26F24N2O4PS in total. Source: the OMol25 dataset; level of theory: ωB97M-V/def2-TZVPD.

Results
* HOMO: -0.413 Ha
* orbital gap: 7.576 eV
* ΔE to the lowest compared entry with this formula, charge and spin: 113.68 kcal per mole
* DFT total energy: -4552.66617 hartree
* spin multiplicity: 1
* net charge: +1

CARTESIAN COORDINATES (ANGSTROEM)
C -0.43 -0.51 1.77
C -1.23 -0.36 0.38
C -2.66 0.30 0.34
C -3.45 0.50 -0.99
C -2.77 0.02 -2.31
C -1.34 -0.64 -2.28
C -0.75 -1.04 -3.75
C -0.52 0.38 -4.50
N -1.52 1.15 -5.22
C -0.88 2.38 -5.68
O -1.66 3.32 -6.39
C 0.60 2.40 -5.25
N 0.71 1.13 -4.52
P 2.25 0.69 -3.75
S 2.98 -1.02 -4.32
C -0.54 -0.85 -0.95
H -0.37 -1.63 2.06
H -1.04 0.02 2.58
H 0.62 -0.03 1.73
H -3.17 0.65 1.30
H -4.48 1.00 -1.09
H -3.34 0.19 -3.30
H 0.19 -1.67 -3.70
H -1.59 -1.64 -4.26
H -2.50 0.85 -5.34
H -2.45 3.51 -5.80
H 1.36 3.22 -5.44
H 3.18 1.76 -4.07
H 2.04 0.78 -2.32
H 0.52 -1.31 -0.95
C 1.85 -3.88 6.85
C 1.23 -2.47 6.92
C -0.06 -2.27 6.12
F 0.13 -2.45 4.79
F -0.52 -1.01 6.27
F 2.16 -1.55 6.57
F 0.94 -2.23 8.23
O 2.94 -4.05 5.93
C 2.61 -4.36 4.60
C 3.09 -3.29 3.61
F 2.52 -2.09 3.87
F 2.75 -3.62 2.34
F 1.29 -4.61 4.50
F 3.23 -5.54 4.33
H 2.30 -4.06 7.83
H 1.10 -4.66 6.74
H -0.85 -2.96 6.45
H 4.17 -3.17 3.66
C -8.05 1.24 1.30
C -7.02 0.37 0.56
C -7.52 -0.99 0.08
F -7.90 -1.78 1.11
F -6.54 -1.66 -0.57
F -5.91 0.24 1.33
F -6.62 1.08 -0.54
O -7.98 1.23 2.73
C -8.69 0.20 3.40
C -7.77 -0.71 4.22
F -6.86 -1.32 3.43
F -8.48 -1.68 4.83
F -9.45 -0.47 2.51
F -9.56 0.83 4.23
H -7.81 2.28 1.04
H -9.07 1.09 0.94
H -8.36 -0.88 -0.61
H -7.23 -0.14 4.98
C 7.88 3.63 -4.09
C 7.49 4.09 -2.67
C 8.20 3.38 -1.52
F 7.93 2.06 -1.49
F 7.79 3.88 -0.33
F 6.14 4.01 -2.53
F 7.79 5.42 -2.59
O 6.99 2.70 -4.73
C 7.20 1.33 -4.46
C 5.99 0.68 -3.78
F 5.72 1.26 -2.59
F 6.22 -0.63 -3.53
F 8.34 1.17 -3.76
F 7.41 0.74 -5.66
H 7.82 4.52 -4.72
H 8.92 3.31 -4.16
H 9.28 3.51 -1.58
H 5.10 0.76 -4.40


What did the second record say?
A structure of composition C26H26CuO7P4. Source: the OMol25 dataset; level of theory: ωB97M-V/def2-TZVPD.

Results
* HOMO: -0.208 Ha
* orbital gap: 8.156 eV
* DFT total energy: -4539.34495 hartree
* spin multiplicity: 1
* net charge: -1

CARTESIAN COORDINATES (ANGSTROEM)
Cu 0.17 -2.78 -0.62
C -0.95 0.36 -0.55
C -1.92 -0.05 0.56
P -1.57 -1.40 1.79
C -0.98 -0.51 3.28
C -0.88 -1.28 4.45
C -0.43 -0.73 5.63
C -0.08 0.62 5.69
C -0.18 1.40 4.55
C -0.62 0.84 3.36
C 0.04 -2.21 1.38
C 1.30 -1.58 1.49
C 2.47 -2.32 1.49
C 2.43 -3.71 1.37
C 1.22 -4.36 1.27
C 0.02 -3.63 1.28
P 0.39 1.52 -0.06
C 1.35 1.56 -1.62
C 0.85 2.13 -2.79
C 1.57 2.05 -3.97
C 2.79 1.40 -3.99
C 3.29 0.83 -2.84
C 2.58 0.91 -1.65
C -0.42 3.16 -0.12
C 0.38 4.29 0.04
C -0.16 5.56 0.04
C -1.53 5.74 -0.10
C -2.35 4.63 -0.25
C -1.80 3.35 -0.26
H -1.52 0.81 -1.38
H -0.46 -0.50 -1.00
H -2.83 -0.41 0.09
H -2.22 0.82 1.16
H -1.17 -2.32 4.41
H -0.36 -1.35 6.52
H 0.27 1.05 6.62
H 0.09 2.45 4.58
H -0.67 1.46 2.47
H 1.34 -0.51 1.62
H 3.43 -1.81 1.57
H 3.36 -4.28 1.37
H 1.17 -5.44 1.19
H -0.93 -4.14 1.31
H -0.11 2.63 -2.77
H 1.16 2.49 -4.87
H 3.34 1.32 -4.92
H 4.24 0.29 -2.86
H 2.96 0.44 -0.75
H 1.45 4.17 0.15
H 0.49 6.43 0.15
H -1.96 6.73 -0.10
H -3.42 4.74 -0.36
H -2.45 2.50 -0.39
O 1.00 -3.24 -4.52
P 0.33 -3.09 -3.07
O 0.47 -4.32 -2.23
O 0.89 -1.84 -2.44
O -1.21 -2.86 -3.44
P -2.46 -3.20 -2.40
O -3.59 -2.26 -3.08
O -2.88 -4.60 -2.52
O -2.05 -2.56 -1.08
H 0.66 -4.04 -4.95
H -3.37 -1.34 -2.94